1) Density functional theory data (the ωB97M-V functional and the def2-TZVPD basis) for a molecular structure, CBrFN2O2.

Its HOMO-LUMO gap is 11.39 eV.

Structure (XYZ):
```
7
Properties=species:S:1:pos:R:3:lowdin_charge:R:1
C -0.26482 1.65660 0.53016 -0.913
N 0.70146 1.04413 0.58596 0.099
N 0.28083 -1.49626 -0.15435 -0.374
O -0.75943 -1.28151 0.26459 0.194
O 1.19949 -2.12733 -0.12627 0.259
F 0.42092 -0.55240 -1.44939 -0.155
Br -1.57845 2.75678 0.34930 0.890
```

2) Density functional theory data (the ωB97M-V functional and the def2-TZVPD basis) for CBrFN2O2 in the gas phase.

Its HOMO-LUMO gap (alpha / beta) is 8.99 / 9.00 eV. As for the structure (SMILES): O=[N+]([O-])/C(Br)=N/F.

Structure (XYZ):
```
7
Properties=species:S:1:pos:R:3:lowdin_charge:R:1
O 1.19006 0.76667 -1.18825 0.121
N 0.89440 0.67381 -0.03317 -0.419
O 1.51214 1.07399 0.92989 0.026
C -0.29376 -0.16416 0.45142 -0.552
Br -0.36478 -0.75584 2.22716 0.835
N -1.25101 -0.66443 -0.59903 0.074
F -2.18256 -1.54873 -0.17459 -0.086
```

Stability check: which of them is least stable? 2).

1) Density functional theory data (the ωB97M-V functional and the def2-TZVPD basis) for H3N3O2 in the gas phase.

Its HOMO-LUMO gap is 11.04 eV. As for the structure (SMILES): N/[N+]([O-])=N/O.

Structure (XYZ):
```
8
Properties=species:S:1:pos:R:3:lowdin_charge:R:1
N 0.24010 1.46966 0.29973 0.100
N 0.19136 0.08484 0.30989 -0.486
O 1.15998 -0.53243 0.77055 0.005
N -0.87763 -0.30004 -0.22734 0.102
O -1.11291 -1.96108 -0.09362 -0.095
H -0.47316 1.70481 -0.43984 0.120
H 1.29245 1.75227 0.17858 0.165
H -0.42018 -2.21803 -0.79794 0.089
```

2) Density functional theory data (the ωB97M-V functional and the def2-TZVPD basis) for 2 unconnected molecules or ions with the total composition H3N3O2.

Its HOMO-LUMO gap (alpha / beta) is 8.77 / 8.76 eV. As for the structure (SMILES): [H]/N=N/N=O.O.

Structure (XYZ):
```
8
Properties=species:S:1:pos:R:3:lowdin_charge:R:1
H 0.73858 -0.22994 1.92966 0.090
N 0.68804 -1.25395 2.11927 0.104
N 0.04862 -2.05102 1.50346 -0.076
N 0.05482 -3.08458 0.99945 -0.102
O -0.72754 -3.96342 0.73035 -0.029
O -0.06085 0.32109 -0.55424 -0.005
H 0.04487 -0.50007 -0.98555 0.018
H -0.91865 0.61523 -0.64922 0.000
```

Stability check: which of them is least stable? 1).

1) Density functional theory data (the ωB97M-V functional and the def2-TZVPD basis) for C10H18N2O5 in the gas phase.

Its HOMO-LUMO gap is 9.92 eV. As for the structure (SMILES): CC(C)C[C@H](NC(=O)[C@@H](N)CC(=O)O)C(=O)O.

Structure (XYZ):
```
35
Properties=species:S:1:pos:R:3:lowdin_charge:R:1
C -4.10207 -2.07766 0.97370 -0.094
C -3.20404 -1.47536 -0.04612 -0.456
C -3.82181 -1.49389 -1.42176 -0.088
C -2.80681 -0.09708 0.52576 -0.119
C -1.56108 0.42468 -0.08132 -0.185
N -0.31032 0.42888 0.71899 0.120
C 0.89591 -0.08363 0.30161 -0.400
O 0.97807 -0.68088 -0.77018 0.074
C 2.07062 0.36312 1.06480 -0.280
N 1.80519 0.22357 2.52136 0.057
C 3.37014 -0.42184 0.73589 -0.038
C 4.17354 -0.47268 -0.59749 -0.510
O 5.27475 -0.14338 -0.77257 0.149
O 3.53486 -1.18841 -1.57774 0.072
C -1.57466 1.90758 -0.51057 -0.391
O -0.67341 2.43207 -1.16794 0.088
O -2.68071 2.69658 -0.14857 0.029
H -5.09145 -1.58934 0.76464 0.102
H -3.89069 -1.88066 2.02964 0.077
H -4.24220 -3.16861 0.85566 0.089
H -2.26215 -1.95440 -0.07876 0.118
H -2.99964 -1.55212 -2.22336 0.096
H -4.50197 -2.43772 -1.76718 0.125
H -4.58360 -0.71375 -1.63268 0.079
H -3.54992 0.55992 0.20376 0.097
H -2.89501 -0.10297 1.56568 0.106
H -1.24153 -0.01946 -1.01546 0.151
H -0.24525 1.15768 1.41782 0.146
H 2.37174 1.41056 0.82751 0.167
H 0.90465 0.06210 2.85678 0.040
H 2.60749 0.39106 3.13699 0.095
H 4.08619 -0.14263 1.52220 0.122
H 3.13808 -1.42966 0.92385 0.109
H 2.56228 -1.10554 -1.52099 0.066
H -2.73806 3.58119 -0.71969 0.189
```

2) Density functional theory data (the ωB97M-V functional and the def2-TZVPD basis) for C10H18N2O5 in the gas phase.

Its HOMO-LUMO gap is 10.03 eV. As for the structure (SMILES): CC(C)[C@H](N)C(=O)N[C@@H](CCC(=O)O)C(=O)O.

Structure (XYZ):
```
35
Properties=species:S:1:pos:R:3:lowdin_charge:R:1
C 2.43558 -1.60419 1.44783 -0.041
C 3.14067 -1.27227 0.06448 -0.339
C 4.65375 -1.15350 0.20125 -0.081
C 2.61477 0.03962 -0.56754 -0.337
N 3.13914 1.19886 0.03831 0.080
C 1.11095 -0.05313 -0.76994 -0.465
O 0.77362 -0.84344 -1.64591 0.069
N 0.34549 0.74999 -0.01479 0.130
C -0.95099 1.30169 -0.46209 -0.217
C -2.16345 0.42458 -0.05587 -0.108
C -1.97598 -1.06487 -0.44033 -0.076
C -3.09872 -1.96613 0.07044 -0.450
O -3.04430 -3.19134 0.05592 0.074
O -4.29253 -1.40268 0.47322 0.090
C -1.12343 2.68632 0.06125 -0.429
O -1.61752 3.59311 -0.59253 0.119
O -1.04097 2.94408 1.44442 0.086
H 1.45102 -2.05389 1.33482 0.072
H 3.00007 -2.32920 2.02843 0.074
H 2.33506 -0.74064 2.04900 0.051
H 2.83242 -2.08779 -0.62292 0.143
H 5.02714 -0.90320 -0.78563 0.081
H 5.03073 -0.47049 0.94310 0.070
H 5.12250 -2.12130 0.41023 0.084
H 2.83996 -0.08551 -1.64326 0.161
H 3.49832 0.92303 0.94293 0.074
H 3.84104 1.68973 -0.44878 0.079
H 0.85999 1.40273 0.51930 0.099
H -0.91224 1.36919 -1.59595 0.185
H -2.15761 0.48058 1.07669 0.142
H -3.08645 0.92233 -0.38584 0.135
H -1.06246 -1.43201 -0.02792 0.098
H -1.88198 -1.16438 -1.53944 0.143
H -4.84424 -2.14149 0.69623 0.102
H -0.37099 2.27410 1.70657 0.101
```

Stability check: which of them is least stable? 1).

1) Density functional theory data (the ωB97M-V functional and the def2-TZVPD basis) for C8H10N2O2 in the gas phase.

Its HOMO-LUMO gap is 9.34 eV. As for the structure (SMILES): N#C[C@H](C(=O)O)N1C=CCCC1.

Structure (XYZ):
```
22
Properties=species:S:1:pos:R:3:lowdin_charge:R:1
N -0.82857 1.52806 -3.60501 0.192
C -0.61704 1.51765 -2.49141 -0.176
C -0.52256 1.40921 -1.08553 -0.183
C 0.77814 2.23735 -0.46816 -0.477
O 0.81718 3.44762 -0.40724 0.113
O 1.66494 1.49603 0.07324 0.116
N -0.62414 0.09984 -0.54745 -0.138
C 0.41570 -0.72572 -0.77996 -0.190
C 0.90652 -1.80557 -0.11371 -0.078
C 0.38471 -1.93706 1.25188 -0.195
C -0.31029 -0.59519 1.69490 -0.121
C -1.34478 -0.15532 0.62617 -0.159
H -1.39236 1.91160 -0.70904 0.153
H 1.64997 0.44774 0.03127 0.151
H 0.80629 -0.57400 -1.81931 0.153
H 1.81353 -2.36801 -0.43505 0.124
H -0.29715 -2.75603 1.31720 0.103
H 1.22283 -2.27388 1.86372 0.113
H -0.75911 -0.83539 2.61753 0.092
H 0.26271 0.37510 1.68842 0.127
H -1.95437 -1.05253 0.37625 0.140
H -2.07213 0.60852 0.92129 0.138
```

2) Density functional theory data (the ωB97M-V functional and the def2-TZVPD basis) for C8H10N2O2 in the gas phase.

Its HOMO-LUMO gap is 10.08 eV. As for the structure (SMILES): CC1(C)C(=O)c2cn[nH]c2[C@H]1O.

Structure (XYZ):
```
22
Properties=species:S:1:pos:R:3:lowdin_charge:R:1
C -0.78105 2.01805 0.76312 -0.018
C -0.54842 0.55964 0.55446 -0.427
C -1.49027 -0.37737 1.29984 -0.010
C 0.87063 0.17056 1.03019 -0.364
O 1.25812 0.50067 2.09706 0.126
C 1.52029 -0.58233 0.00280 -0.093
C 2.61811 -1.39301 -0.28787 -0.044
N 2.48905 -1.81176 -1.55416 0.044
N 1.38363 -1.24551 -2.05268 0.057
C 0.75618 -0.52003 -1.14563 -0.156
C -0.49699 0.24646 -0.98918 -0.226
O -1.65822 -0.43092 -1.56661 -0.077
H -0.62595 2.48485 -0.17200 0.059
H -0.16007 2.39481 1.63313 0.112
H -1.88716 2.14449 1.06427 0.114
H -2.41160 0.02348 1.50983 0.043
H -1.08701 -0.66663 2.31906 0.122
H -1.58125 -1.28483 0.55290 0.131
H 3.32900 -1.56545 0.48307 0.113
H 1.28213 -1.32531 -3.08361 0.191
H -0.36360 1.15604 -1.63163 0.157
H -2.41554 -0.49590 -0.82634 0.143
```

Stability check: which of them is least stable? 1).

1) Density functional theory data (the ωB97M-V functional and the def2-TZVPD basis) for 4 unconnected molecules or ions with the total composition CH10N2O3.

Its HOMO-LUMO gap is 10.55 eV. As for the structure (SMILES): [H]/N=C/N.O.O.O.

Structure (XYZ):
```
16
Properties=species:S:1:pos:R:3:lowdin_charge:R:1
H -2.44417 0.52595 -2.05590 0.043
N -1.52987 0.38101 -1.62997 0.023
C -1.45706 1.29760 -0.66363 -0.291
N -0.21123 1.53556 -0.06103 0.040
H -2.22103 1.95746 -0.24340 0.116
H -0.20556 1.86021 0.97489 0.118
H 0.61886 0.89340 -0.29334 0.109
O 1.14117 -1.73932 0.97339 -0.114
H 0.92863 -1.54118 -0.00725 0.026
H 0.52950 -2.45220 1.25565 0.066
O 0.61380 -1.47796 -1.73711 -0.137
H -0.14737 -0.74171 -1.78331 0.035
H 1.17518 -1.03719 -2.39032 0.047
O 1.22946 0.59230 2.55739 -0.161
H 0.77358 0.05838 3.29667 0.071
H 1.20612 -0.11231 1.80727 0.012
```

2) Density functional theory data (the ωB97M-V functional and the def2-TZVPD basis) for 4 unconnected molecules or ions with the total composition CH10N2O3.

Its HOMO-LUMO gap is 10.19 eV. As for the structure (SMILES): [H]/N=C/N.O.O.O.

Structure (XYZ):
```
16
Properties=species:S:1:pos:R:3:lowdin_charge:R:1
H -1.43128 2.77173 -0.83259 0.032
N -1.13327 1.83308 -0.82071 0.034
C -1.97088 1.10946 -0.15081 -0.368
N -1.94811 -0.20061 -0.05500 0.096
H -2.54418 1.70971 0.57234 0.124
H -2.51468 -0.77998 0.61398 0.133
H -1.10297 -0.72498 -0.38096 0.065
O 2.89565 -1.07593 2.93904 -0.052
H 2.96533 -2.02508 3.07746 0.030
H 3.03952 -0.69466 3.80090 0.021
O 1.31088 0.80370 -1.40015 -0.199
H 0.36046 1.16450 -1.09820 -0.007
H 1.55219 1.63621 -1.91221 0.041
O -0.00670 -1.95835 -1.09879 -0.034
H -0.33147 -1.76359 -2.03825 0.113
H 0.85950 -1.80520 -1.21604 -0.031
```

Stability check: which of them is least stable? 2).

1) Density functional theory data (the ωB97M-V functional and the def2-TZVPD basis) for 2 unconnected molecules or ions with the total composition C11H18O.

Its HOMO-LUMO gap is 9.19 eV. As for the structure (SMILES): CCc1ccc(O)cc1.CCC.

Structure (XYZ):
```
30
Properties=species:S:1:pos:R:3:lowdin_charge:R:1
C 1.66934 -1.64243 0.86404 -0.080
C 0.55929 -0.89424 0.11930 -0.248
C -0.76316 -0.92859 0.79118 -0.257
C -1.65638 -1.92035 0.42826 -0.033
C -2.97308 -2.00117 0.97850 -0.014
C -3.30418 -1.07969 1.95356 -0.336
O -4.47108 -1.13197 2.63356 0.056
C -2.37961 -0.08568 2.35482 -0.017
C -1.12988 -0.01194 1.79996 -0.029
H 1.65411 -2.68798 0.53572 0.074
H 1.69828 -1.49105 1.93544 0.075
H 2.62411 -1.28718 0.44720 0.070
H 0.88424 0.17626 0.09313 0.074
H 0.54724 -1.13874 -0.93748 0.107
H -1.33321 -2.53470 -0.40406 0.111
H -3.44643 -2.97183 0.83659 0.111
H -4.95453 -1.91480 2.39483 0.096
H -2.77517 0.68453 3.01689 0.119
H -0.43835 0.72277 2.19452 0.116
C 1.37940 1.98097 -3.23869 -0.116
C 1.37526 1.67516 -1.74832 -0.329
C 2.51377 2.30393 -0.95705 -0.126
H 1.83837 1.18524 -3.84873 0.074
H 0.41578 2.27807 -3.66412 0.069
H 2.02803 2.81540 -3.49582 0.059
H 0.41970 1.82797 -1.21766 0.107
H 1.44838 0.57690 -1.62608 0.065
H 2.50259 3.39977 -1.07730 0.075
H 2.52615 2.07067 0.09029 0.051
H 3.54104 2.02469 -1.25252 0.078
```

2) Density functional theory data (the ωB97M-V functional and the def2-TZVPD basis) for C11H18O in the gas phase.

Its HOMO-LUMO gap is 9.29 eV. As for the structure (SMILES): CC(C)(C)c1c(C(C)(C)C)c1=O.

Structure (XYZ):
```
30
Properties=species:S:1:pos:R:3:lowdin_charge:R:1
C -1.18476 -0.33477 -1.92475 -0.040
C 0.35882 -0.30869 -1.80080 -0.529
C 0.92208 1.10978 -1.86830 -0.039
C 0.97759 -1.05605 -2.99434 -0.050
C 0.79007 -0.95775 -0.47905 0.033
C 0.51104 -0.85529 0.87628 0.029
C -0.37262 -0.01683 1.82468 -0.540
C 0.22289 -0.08012 3.23971 -0.056
C -0.43106 1.48078 1.45173 -0.039
C -1.73873 -0.70526 1.83942 -0.047
C 1.89365 -0.81237 0.44748 -0.279
O 2.63964 0.14218 0.50981 0.058
H -1.67752 0.40189 -1.24503 0.082
H -1.44359 -0.11073 -2.95362 0.074
H -1.56607 -1.33132 -1.69154 0.086
H 0.58634 1.61932 -2.74443 0.083
H 1.98625 1.11681 -1.94014 0.077
H 0.61542 1.70935 -0.99706 0.075
H 0.90590 -2.10086 -2.87216 0.062
H 0.40784 -0.79127 -3.89756 0.086
H 2.07308 -0.80356 -3.13834 0.111
H 0.42131 -1.10538 3.49280 0.076
H -0.53902 0.30823 3.95694 0.100
H 1.16463 0.47232 3.31718 0.092
H -0.96750 1.64627 0.49713 0.072
H -0.88440 2.08944 2.25481 0.093
H 0.60914 1.85748 1.37563 0.093
H -2.10014 -0.90176 0.81605 0.076
H -1.72551 -1.64162 2.38964 0.088
H -2.45474 -0.04024 2.25785 0.072
```

Stability check: which of them is least stable? 2).

1) Density functional theory data (the ωB97M-V functional and the def2-TZVPD basis) for 2 unconnected molecules or ions with the total composition C3HN3O.

Its HOMO-LUMO gap is 9.35 eV.

Structure (XYZ):
```
8
Properties=species:S:1:pos:R:3:lowdin_charge:R:1
C -1.37459 -1.03579 -0.16112 -0.237
C -0.45843 -0.13232 0.39113 -0.233
C 1.97678 -0.27534 -0.62770 0.007
N -2.21631 -1.67738 -0.57251 0.151
N -0.53930 1.10289 0.12952 -0.102
N -0.57930 2.21432 -0.04421 0.270
O 2.78173 0.26887 -0.04758 0.062
H 0.40942 -0.46524 0.93247 0.082
```

2) Density functional theory data (the ωB97M-V functional and the def2-TZVPD basis) for 2 unconnected molecules or ions with the total composition C3HN3O.

Its HOMO-LUMO gap (alpha / beta) is 7.22 / 7.22 eV.

Structure (XYZ):
```
8
Properties=species:S:1:pos:R:3:lowdin_charge:R:1
C -1.40044 -1.66651 0.09272 -0.301
C -0.21365 0.34794 0.11043 0.026
C -2.35331 -0.72740 -0.09281 -0.060
N -0.76192 -2.59888 0.16169 0.198
N -0.90795 1.34011 0.13630 -0.227
N -1.91096 1.90973 0.15932 0.156
O -3.03317 0.23257 -0.15077 0.152
H 0.62458 0.02447 -0.40935 0.055
```

3) Density functional theory data (the ωB97M-V functional and the def2-TZVPD basis) for C3HN3O in the gas phase.

Its HOMO-LUMO gap (alpha / beta) is 8.56 / 8.56 eV. As for the structure (SMILES): N#CC(C#N)=[NH+][O-].

Structure (XYZ):
```
8
Properties=species:S:1:pos:R:3:lowdin_charge:R:1
N -2.75387 0.19243 0.33824 0.197
C -1.72330 -0.26141 0.55285 -0.184
C -0.46343 -0.81194 0.82289 -0.202
C -0.32340 -1.85591 1.75458 -0.160
N -0.21466 -2.70337 2.51836 0.201
N 0.60866 -0.27649 0.14703 -0.049
O 1.87026 -0.43329 0.07437 0.015
H 0.26265 0.47371 -0.48353 0.181
```

Stability check: which of them is least stable? 2).